No. 1
The following is a quantum chemistry calculation of 2 unconnected molecules or ions with the total composition C4H11N4O, from the Open Molecules 2025 dataset.

CARTESIAN COORDINATES (ANGSTROEM)
C -0.344 -0.524 2.126
C 0.400 2.399 0.945
C -0.315 -1.538 -2.354
C 0.142 -1.128 -1.024
N -0.487 -1.343 1.316
N -0.296 -0.088 3.340
N -0.277 3.463 0.554
N -0.281 -1.894 0.183
O 0.132 1.219 0.728
H 1.265 2.819 1.541
H 0.059 -0.892 -3.202
H 0.050 -2.479 -2.673
H -1.446 -1.433 -2.420
H -0.066 -0.038 -0.696
H 1.329 -1.211 -0.911
H -1.119 0.495 3.610
H 0.482 -0.319 3.970
H 0.040 4.392 0.591
H -1.095 3.346 -0.239
H -0.731 -2.730 -0.011

Values from the calculation:
Charge ... +1
Orbital gap ... 0.372 Eh
E_tot ... -12324.928 eV

Results of the Mulliken charge analysis, in e, for atoms 1 through 8:
1 C 0.373
2 C 0.165
3 C -1.180
4 C 0.019
5 N 0.109
6 N -0.356
7 N -0.368
8 N -0.201

***

No. 2
The following is a quantum chemistry calculation of a gas-phase ion, C4H7N3 (charge +2), from the Open Molecules 2025 dataset.

CARTESIAN COORDINATES (ANGSTROEM)
C 0.867 0.214 0.152
C 0.185 -0.736 1.925
C 1.792 0.424 -0.817
C -1.216 0.360 -1.144
N 1.246 -0.317 1.382
N -0.487 0.120 0.026
N -0.919 -0.539 1.130
H 0.076 -1.303 2.961
H 1.608 0.764 -1.782
H 2.879 0.349 -0.604
H -0.954 1.256 -1.551
H -0.950 -0.248 -2.025
H -2.274 0.484 -0.761
H -1.852 -0.828 1.109

Values from the calculation:
Charge ... +2
Orbital gap ... 0.304 Eh
E_tot ... -8708.651 eV

Results of the Mulliken charge analysis, in e, for atoms 1 through 8:
1 C 0.549
2 C 0.079
3 C -0.409
4 C -0.745
5 N -0.257
6 N 0.304
7 N -0.004
8 H 0.407

***

No. 3
The following is a quantum chemistry calculation of 8 unconnected molecules or ions with the total composition C48H48O16, from the Open Molecules 2025 dataset.

CARTESIAN COORDINATES (ANGSTROEM)
C 7.404 0.039 1.355
C 8.296 1.188 1.547
C 8.284 2.231 0.630
C 7.221 2.222 -0.297
C 6.353 1.035 -0.514
C 6.510 -0.030 0.280
O 5.910 -1.223 -0.014
O 9.159 3.236 0.777
H 7.667 -0.892 1.808
H 8.907 1.304 2.456
H 7.019 3.014 -0.899
H 5.855 0.991 -1.466
H 4.904 -1.215 -0.391
H 9.264 3.380 -0.126
C 4.627 -4.295 -0.949
C 3.352 -4.834 -0.312
C 2.155 -4.814 -1.026
C 2.160 -4.269 -2.338
C 3.297 -3.753 -2.988
C 4.534 -3.725 -2.253
O 5.751 -3.278 -2.845
O 0.930 -5.389 -0.502
H 5.515 -4.327 -0.413
H 3.493 -5.322 0.576
H 1.217 -4.452 -2.844
H 3.216 -3.382 -3.980
H 6.544 -3.040 -2.396
H 0.977 -6.163 0.150
C 1.622 1.227 -0.280
C 0.292 2.139 -0.079
C -0.914 1.383 0.049
C -0.837 0.015 -0.222
C 0.294 -0.796 -0.343
C 1.523 -0.158 -0.360
O 2.608 -0.992 -0.328
O -2.202 1.968 0.110
H 2.676 1.760 -0.300
H 0.384 3.139 0.183
H -1.607 -0.489 -0.117
H 0.206 -1.854 -0.198
H 2.389 -2.022 -0.670
H -2.047 2.772 -0.281
C 3.890 2.804 2.670
C 5.097 3.308 3.344
C 5.417 3.061 4.673
C 4.478 2.221 5.431
C 3.381 1.619 4.772
C 3.026 1.884 3.444
O 1.889 1.384 2.849
O 6.416 3.601 5.447
H 3.812 3.211 1.591
H 5.809 4.028 2.910
H 4.592 1.936 6.422
H 2.831 0.912 5.239
H 1.671 0.550 3.214
H 6.905 4.359 5.096
C -3.492 -4.650 0.531
C -2.400 -3.663 0.889
C -2.322 -3.194 2.176
C -3.392 -3.467 3.143
C -4.331 -4.473 2.845
C -4.411 -5.113 1.582
O -5.132 -6.104 1.425
O -1.426 -2.193 2.553
H -3.417 -4.996 -0.521
H -1.816 -3.228 -0.057
H -3.334 -2.983 4.152
H -5.135 -4.699 3.501
H -4.903 -6.745 0.678
H -1.236 -1.556 1.903
C -1.487 -2.086 -4.549
C -2.054 -0.879 -5.261
C -2.975 -0.072 -4.503
C -3.319 -0.477 -3.206
C -2.919 -1.652 -2.579
C -1.982 -2.472 -3.227
O -1.576 -3.769 -2.752
O -3.587 0.916 -5.217
H -0.901 -2.648 -5.076
H -1.735 -0.660 -6.204
H -3.958 0.133 -2.641
H -3.133 -2.039 -1.663
H -1.205 -4.333 -3.351
H -3.540 1.020 -6.042
C -4.541 7.040 -3.077
C -3.587 6.575 -1.983
C -3.176 5.260 -2.060
C -3.609 4.354 -2.981
C -4.691 4.703 -3.817
C -5.057 6.071 -3.975
O -5.921 6.463 -4.976
O -2.164 4.820 -1.196
H -4.499 8.083 -3.125
H -3.115 7.379 -1.297
H -3.385 3.282 -2.862
H -4.905 3.798 -4.365
H -6.377 7.210 -4.740
H -1.361 5.475 -0.954
C -6.482 -0.017 1.588
C -4.976 0.373 1.362
C -4.109 0.115 2.395
C -4.523 -0.291 3.670
C -5.849 -0.611 3.799
C -6.765 -0.611 2.744
O -8.012 -1.075 3.070
O -2.762 0.458 2.304
H -7.116 0.172 0.706
H -4.669 0.827 0.440
H -3.847 -0.240 4.465
H -6.373 -0.876 4.798
H -8.757 -0.594 2.640
H -2.377 0.736 1.604

Values from the calculation:
Orbital gap ... 0.289 Eh
E_tot ... -83299.739 eV
SMILES ... Oc1ccc(O)cc1.Oc1ccc(O)cc1.Oc1ccc(O)cc1.Oc1ccc(O)cc1.Oc1ccc(O)cc1.Oc1ccc(O)cc1.Oc1ccc(O)cc1.Oc1ccc(O)cc1

Results of the Mulliken charge analysis, in e, for atoms 1 through 8:
1 C -0.744
2 C -0.321
3 C 0.235
4 C -0.695
5 C -0.355
6 C 0.500
7 O -0.461
8 O -0.510

***

No. 4
The following is a quantum chemistry calculation of a molecular structure, C5H11N3, from the Open Molecules 2025 dataset.

CARTESIAN COORDINATES (ANGSTROEM)
C -2.210 0.059 0.007
C -0.547 0.196 0.159
C -0.024 1.753 0.083
C 1.273 1.044 -0.390
C 2.366 -1.356 0.039
H -1.473 -2.132 0.520
H -1.828 -1.762 -1.423
H -2.877 0.829 -0.872
H -2.748 0.435 1.050
H -0.511 -0.063 1.394
H 0.084 2.362 1.134
H -0.350 2.265 -0.809
H 2.205 1.504 -1.044
H 1.699 0.732 0.746
H 2.843 -2.161 0.967
H 2.792 -0.593 -0.723
N -2.366 -1.523 -0.269
N 0.594 -0.213 -0.606
N 1.078 -1.376 0.038

Values from the calculation:
Orbital gap ... 0.355 Eh
E_tot ... -9823.877 eV

Results of the Mulliken charge analysis, in e, for atoms 1 through 8:
1 C -0.346
2 C -0.200
3 C -0.479
4 C -0.588
5 C -0.372
6 H 0.326
7 H 0.298
8 H 0.234

***

No. 5
The following is a quantum chemistry calculation of 2 unconnected molecules or ions with the total composition C7H13O3P2S, from the Open Molecules 2025 dataset.

CARTESIAN COORDINATES (ANGSTROEM)
C -0.207 -2.628 -5.505
C 0.086 -3.521 -4.430
C 0.176 -4.435 -3.032
P -0.891 -3.550 -1.663
P 0.456 -2.310 -0.474
S -0.397 -0.581 -0.206
H -0.618 -1.681 -6.105
H 1.299 -4.534 -2.712
H -0.311 -5.510 -3.175
H -1.760 -2.625 -2.400
H -1.640 -4.506 -0.869
H 0.690 -2.871 0.840
H 1.737 -2.128 -1.159
C -1.407 2.487 2.096
C -0.270 3.479 2.240
C 1.031 2.980 1.687
O 1.986 3.665 2.475
C 1.381 3.940 3.669
O 1.963 4.347 4.660
O 0.036 3.696 3.607
H -1.524 2.160 1.058
H -1.249 1.608 2.731
H -2.348 2.942 2.423
H -0.550 4.442 1.796
H 1.153 3.231 0.630
H 1.178 1.902 1.817

Values from the calculation:
Charge ... +1
Orbital gap ... 0.269 Eh
E_tot ... -43011.209 eV

Results of the Mulliken charge analysis, in e, for atoms 1 through 8:
1 C -0.227
2 C -0.200
3 C -0.483
4 P 0.109
5 P 0.119
6 S -0.286
7 H 0.351
8 H 0.370

***

No. 6
The following is a quantum chemistry calculation of 2 unconnected molecules or ions with the total composition C2H9N2O, from the Open Molecules 2025 dataset.

CARTESIAN COORDINATES (ANGSTROEM)
C 1.884 1.534 0.304
O 0.570 1.276 0.622
H 2.628 1.273 1.088
H 2.218 0.960 -0.590
H 2.046 2.613 0.119
N -1.171 -0.207 -1.305
C -1.160 -1.355 -0.423
N -1.068 -0.934 0.980
H -2.048 0.280 -1.141
H -0.481 0.441 -0.911
H -2.092 -1.913 -0.586
H -0.325 -1.994 -0.692
H -0.726 -1.716 1.537
H -0.276 -0.258 0.995

Values from the calculation:
Charge ... -1
Orbital gap ... 0.269 Eh
E_tot ... -7247.259 eV

Results of the Mulliken charge analysis, in e, for atoms 1 through 8:
1 C -0.608
2 O -0.920
3 H 0.195
4 H 0.190
5 H 0.170
6 N -0.763
7 C -0.288
8 N -0.731

***

No. 7
The following is a quantum chemistry calculation of 3 unconnected molecules or ions with the total composition C10H16F3O14PS, from the Open Molecules 2025 dataset.

CARTESIAN COORDINATES (ANGSTROEM)
O 1.117 0.866 1.595
P 0.750 0.920 0.062
O 1.308 -0.563 -0.734
O 1.412 2.246 -0.835
C 2.536 2.906 -0.163
O 3.558 3.191 -1.225
O 3.281 2.301 -2.172
O -1.020 0.835 -0.022
S -1.665 2.254 -0.711
O -1.248 3.572 0.008
O -1.288 2.241 -2.239
C -3.571 2.248 -0.684
F -4.162 0.977 -1.162
F -4.010 3.371 -1.580
F -4.064 2.580 0.676
H 1.876 -0.238 -1.520
H 2.164 3.960 0.218
H 3.094 2.269 0.642
H 3.896 1.531 -1.985
C -3.030 -0.299 3.446
C -4.513 -0.602 3.511
C -5.377 0.616 3.384
O -6.542 0.245 4.098
C -6.147 -0.676 5.028
O -6.843 -1.066 5.951
O -4.869 -1.098 4.791
H -2.769 0.219 2.519
H -2.713 0.313 4.298
H -2.452 -1.228 3.500
H -4.778 -1.362 2.765
H -5.620 0.847 2.342
H -4.950 1.508 3.855
C 4.475 -3.400 -4.405
C 4.832 -2.842 -3.042
C 3.824 -3.167 -1.982
O 3.968 -2.087 -1.077
C 4.422 -1.027 -1.811
O 4.470 0.123 -1.406
O 4.813 -1.424 -3.059
H 4.343 -4.485 -4.370
H 3.558 -2.942 -4.793
H 5.267 -3.169 -5.127
H 5.839 -3.166 -2.752
H 4.036 -4.118 -1.484
H 2.791 -3.178 -2.347

Values from the calculation:
Orbital gap ... 0.304 Eh
E_tot ... -67564.541 eV
SMILES ... O=[P@](O)(OCOO)OS(=O)(=O)C(F)(F)F.C[C@@H]1COC(=O)O1.C[C@@H]1COC(=O)O1

Results of the Mulliken charge analysis, in e, for atoms 1 through 8:
1 O -0.627
2 P 0.974
3 O -0.509
4 O -0.227
5 C -0.134
6 O -0.239
7 O -0.356
8 O -0.207

***

No. 8
The following is a quantum chemistry calculation of a molecular structure, C20H39BrGaO10S5, from the Open Molecules 2025 dataset.

CARTESIAN COORDINATES (ANGSTROEM)
C 0.108 3.353 -3.621
C 0.821 2.614 -2.948
C 1.742 1.863 -1.956
Ga 1.423 2.651 -0.047
S -0.016 4.444 -0.308
Br 0.516 1.000 1.480
C 3.264 3.327 0.606
O 3.835 4.257 -0.370
O 4.728 3.488 -1.149
H -0.330 4.258 -4.058
H 2.793 2.005 -2.296
H 1.479 0.781 -1.986
H -0.891 4.476 0.743
H 3.911 2.412 0.684
H 3.192 3.771 1.636
H 4.484 3.649 -2.076
C -4.644 -0.516 -1.335
C -3.938 -0.755 0.003
C -2.564 -1.352 -0.304
S -2.105 -0.745 -1.927
O -2.045 -1.869 -2.843
O -1.022 0.193 -1.790
C -3.612 0.159 -2.234
H -5.536 0.102 -1.218
H -4.948 -1.470 -1.767
H -3.816 0.198 0.526
H -4.515 -1.413 0.655
H -1.816 -1.037 0.422
H -2.601 -2.441 -0.350
H -3.862 0.112 -3.287
H -3.448 1.195 -1.932
C 1.003 -2.950 3.547
C 0.494 -4.386 3.711
C -0.948 -4.306 4.219
S -1.606 -2.751 3.612
O -1.876 -1.896 4.743
O -2.602 -3.018 2.600
C -0.104 -2.196 2.822
H 1.940 -2.914 2.992
H 1.176 -2.504 4.531
H 0.516 -4.892 2.742
H 1.120 -4.962 4.395
H -1.556 -5.126 3.840
H -0.989 -4.286 5.308
H -0.015 -1.114 2.908
H -0.155 -2.485 1.772
C 6.952 4.828 4.882
C 7.290 3.466 4.268
C 6.107 2.532 4.544
S 4.658 3.580 4.666
O 4.155 3.516 6.018
O 3.814 3.357 3.521
C 5.520 5.131 4.455
H 7.641 5.605 4.550
H 7.012 4.767 5.973
H 7.426 3.577 3.190
H 8.216 3.058 4.675
H 5.963 1.813 3.739
H 6.223 2.008 5.493
H 5.044 5.902 5.058
H 5.472 5.396 3.398
C -3.869 -4.206 -6.276
C -5.051 -3.625 -7.058
C -5.873 -2.778 -6.082
S -4.723 -2.196 -4.834
O -5.082 -2.790 -3.570
O -4.533 -0.775 -4.993
C -3.291 -3.046 -5.473
H -3.122 -4.645 -6.939
H -4.222 -4.990 -5.600
H -4.677 -2.994 -7.868
H -5.662 -4.408 -7.509
H -6.331 -1.923 -6.575
H -6.639 -3.372 -5.582
H -2.655 -3.365 -4.650
H -2.751 -2.351 -6.117

Values from the calculation:
Charge ... -1
Orbital gap ... 0.229 Eh
E_tot ... -218439.654 eV

Results of the Mulliken charge analysis, in e, for atoms 1 through 8:
1 C -0.256
2 C -0.412
3 C -0.420
4 Ga 0.068
5 S -0.464
6 Br -0.323
7 C -0.035
8 O -0.240

***

No. 9
The following is a quantum chemistry calculation of C15H18NO7P in the gas phase, from the Open Molecules 2025 dataset.

CARTESIAN COORDINATES (ANGSTROEM)
C 0.806 3.974 -0.377
C 1.410 3.154 0.920
O 2.802 2.669 0.707
C 2.819 1.184 0.577
O 2.955 0.395 1.674
C 2.631 0.602 -0.962
C 2.839 -1.028 -1.081
C 1.504 -1.775 -1.748
C 0.358 -1.775 -0.541
C 0.722 -2.748 0.768
C -0.358 -2.782 2.003
C -1.753 -1.893 1.971
C -2.093 -0.951 0.673
C -1.045 -0.871 -0.628
C -1.319 0.030 -1.978
P -2.683 1.355 -1.790
O -2.637 2.149 -0.415
O -4.248 0.582 -2.093
O -2.426 2.525 -3.101
C -2.541 -2.171 3.381
O -3.709 -1.745 3.867
N -1.615 -3.149 4.070
C -0.320 -3.623 3.445
O 0.600 -4.508 3.879
H 0.243 3.266 -1.150
H 0.094 4.871 -0.062
H 1.731 4.497 -0.918
H 1.473 3.925 1.827
H 0.672 2.294 1.259
H 1.487 0.806 -1.236
H 3.293 1.217 -1.738
H 3.737 -1.199 -1.837
H 3.162 -1.540 -0.066
H 1.793 -2.916 -1.912
H 1.142 -1.266 -2.737
H 1.703 -3.386 0.846
H -3.100 -0.312 0.694
H -1.649 -0.717 -2.847
H -0.358 0.582 -2.392
H -4.857 1.246 -2.574
H -1.478 2.404 -3.454
H -1.789 -3.373 5.074

Values from the calculation:
Orbital gap ... 0.281 Eh
E_tot ... -40945.610 eV
SMILES ... CCOC(=O)CCCc1cc2c(cc1CP(=O)(O)O)C(=O)NC2=O

Results of the Mulliken charge analysis, in e, for atoms 1 through 8:
1 C -0.656
2 C -0.212
3 O -0.355
4 C 0.371
5 O -0.512
6 C 0.321
7 C -0.562
8 C -0.755

***

No. 10
The following is a quantum chemistry calculation of a molecular structure, C27H53F9OSTa, from the Open Molecules 2025 dataset.

CARTESIAN COORDINATES (ANGSTROEM)
C -0.731 4.810 5.710
C -2.063 4.566 5.003
C -2.276 5.479 3.799
C -3.584 5.170 3.062
C -3.479 3.983 2.088
C -4.659 3.029 2.232
C -4.797 1.936 1.175
C -3.572 1.029 0.979
C -3.651 -0.286 1.777
C -2.289 -0.718 2.346
C -2.077 -2.236 2.460
C -0.661 -2.716 2.120
C 0.463 -1.981 2.830
C 1.876 -2.558 2.577
C 2.926 -1.482 2.240
Ta 3.105 -0.804 0.074
C 1.670 1.001 0.368
C 1.430 1.811 -0.823
O 1.999 2.855 -1.117
C 3.949 -0.081 -1.908
C 3.432 -0.781 -3.182
C 4.438 -0.750 -4.366
C 5.073 -2.123 -4.597
C 4.094 -3.134 -5.229
C 4.032 -4.473 -4.479
C 1.422 -2.093 -0.811
C 0.329 -1.364 -1.593
C -0.744 -2.256 -2.220
F -1.930 -2.135 -1.562
F -0.428 -3.581 -2.165
C -0.977 -2.016 -3.751
F 0.211 -1.897 -4.339
F -1.596 -3.062 -4.294
S -2.023 -0.492 -4.202
F -0.791 0.282 -4.836
F -1.706 0.186 -2.802
F -3.293 -1.214 -3.579
F -2.354 -1.112 -5.633
F -2.948 0.744 -4.557
H -0.589 5.863 5.952
H -0.679 4.225 6.631
H 0.107 4.491 5.089
H -2.083 3.524 4.667
H -2.879 4.701 5.717
H -1.426 5.365 3.120
H -2.262 6.519 4.140
H -3.921 6.065 2.535
H -4.342 4.940 3.815
H -2.555 3.444 2.322
H -3.367 4.328 1.058
H -5.578 3.627 2.197
H -4.633 2.599 3.239
H -5.647 1.313 1.469
H -5.080 2.402 0.227
H -3.477 0.802 -0.086
H -2.661 1.565 1.248
H -4.336 -0.099 2.609
H -4.053 -1.096 1.170
H -2.125 -0.264 3.325
H -1.507 -0.309 1.696
H -2.339 -2.578 3.465
H -2.759 -2.728 1.760
H -0.602 -3.780 2.368
H -0.549 -2.647 1.036
H 0.467 -0.921 2.565
H 0.263 -2.018 3.906
H 1.838 -3.345 1.821
H 2.181 -3.059 3.503
H 2.721 -0.589 2.846
H 3.909 -1.821 2.581
H 4.446 0.285 0.778
H 4.269 -2.239 -0.138
H 2.073 1.632 1.163
H 0.712 0.586 0.715
H 0.692 1.423 -1.552
H 5.034 -0.234 -1.865
H 3.832 0.999 -2.049
H 3.209 -1.831 -2.986
H 2.524 -0.279 -3.521
H 5.210 -0.003 -4.175
H 3.918 -0.449 -5.281
H 5.387 -2.506 -3.620
H 5.983 -2.039 -5.196
H 4.339 -3.311 -6.275
H 3.099 -2.687 -5.168
H 3.696 -5.291 -5.119
H 5.004 -4.747 -4.066
H 3.336 -4.413 -3.640
H 1.934 -2.801 -1.473
H 0.924 -2.712 -0.065
H -0.225 -0.725 -0.903
H 0.745 -0.706 -2.351

Values from the calculation:
Charge ... -1
Orbital gap ... 0.271 Eh
E_tot ... -67745.888 eV

Results of the Mulliken charge analysis, in e, for atoms 1 through 8:
1 C -1.370
2 C -0.007
3 C -0.862
4 C -0.885
5 C -0.296
6 C -0.670
7 C -1.330
8 C 0.030